1.
{"formula": "C2H31O14Pb2", "method": "ωB97M-V with the def2-TZVPD basis set", "elements": ["Pb", "Pb", "C", "C", "O", "H", "H", "H", "H", "H", "O", "H", "H", "O", "H", "H", "O", "H", "H", "O", "H", "H", "O", "H", "H", "O", "H", "H", "O", "H", "H", "O", "H", "H", "O", "H", "H", "O", "H", "H", "O", "H", "H", "O", "H", "H", "O", "H", "H"], "xyz": [[-0.913152, -3.704281, -2.792187], [0.474788, -0.086511, -4.242757], [-0.446512, 0.254959, 0.382633], [0.023168, -0.811601, -0.609697], [-0.526012, -1.111561, -1.856867], [-1.520782, 0.253969, 0.567133], [-0.179462, 1.272989, 0.099113], [-0.062332, 0.150069, 1.397283], [0.195448, -1.763381, -0.107157], [1.046778, -0.443621, -0.679827], [0.728298, -4.479041, -0.963987], [0.693988, -4.201701, -0.048487], [1.423938, -3.946821, -1.350067], [2.336638, -1.499451, -3.356637], [2.480648, -1.950501, -2.524747], [2.839088, -2.006251, -3.994547], [-0.434252, 4.278549, 0.056523], [0.298848, 3.906339, -0.433627], [-0.173912, 5.183719, 0.227213], [2.111158, 1.292779, 3.037923], [2.895318, 0.803039, 3.285883], [2.272478, 1.562359, 2.133753], [0.760788, -0.528121, 4.388113], [0.976478, -0.062631, 5.196213], [1.002548, 0.079639, 3.689243], [-2.253352, -3.616181, -0.581647], [-2.288282, -2.960101, 0.114473], [-3.023582, -4.164771, -0.433247], [0.510058, -4.152431, 1.722483], [1.148428, -4.148141, 2.435713], [-0.172692, -3.545251, 2.007833], [-3.079262, 1.131339, 3.507603], [-3.091892, 1.956229, 3.993023], [-2.790382, 1.374829, 2.628123], [3.265698, 1.293389, 0.042753], [3.602828, 0.509639, -0.391207], [4.041008, 1.831559, 0.202453], [0.094518, 2.143009, -2.931987], [0.589668, 2.478019, -2.184437], [-0.079792, 2.915329, -3.469927], [-4.080172, 1.646409, 0.006853], [-4.551692, 2.275229, -0.539477], [-3.432612, 2.173409, 0.475003], [-3.264812, -0.215231, -2.048697], [-3.437862, 0.288439, -1.253327], [-2.423852, -0.641861, -1.884377], [1.780708, 3.080719, -1.105077], [2.470068, 3.690089, -0.841137], [2.163288, 2.213409, -0.972227]], "atomic_forces_ev_per_a": [[-0.462, 0.872, 2.938], [-0.975, 1.145, 2.353], [-1.918, 0.460, -0.114], [2.420, -0.206, 1.666], [-0.399, -0.563, -3.046], [-0.254, -0.023, -0.290], [-0.055, -0.028, -0.329], [0.592, -0.615, -0.194], [-0.396, -0.205, 0.515], [0.774, -0.220, -0.817], [-0.797, 0.250, -2.933], [-0.346, 0.097, 2.256], [0.877, -0.171, 0.239], [-0.577, 0.116, -0.321], [0.064, 0.168, 0.642], [0.668, -0.156, -0.552], [-0.391, -0.220, -0.031], [0.185, -0.044, 0.109], [-0.131, 0.360, 0.170], [-0.073, 0.244, -0.341], [0.340, -0.129, 0.275], [0.037, 0.168, -0.261], [-0.276, -0.870, -0.034], [-0.081, 0.070, 0.289], [0.059, 0.403, -0.036], [0.689, -0.327, -1.146], [0.081, 0.652, 0.194], [-0.541, -0.465, 0.032], [-0.144, 0.171, -0.939], [0.375, -0.136, 0.331], [-0.246, 0.146, 0.398], [0.071, -0.340, -0.153], [-0.055, 0.229, 0.275], [-0.005, 0.103, -0.096], [-0.297, -0.415, -0.124], [0.306, -0.319, 0.106], [0.484, 0.280, 0.205], [-0.423, -1.959, -1.596], [0.860, 0.607, 0.989], [-0.259, 0.534, -0.336], [0.316, -0.546, -0.107], [-0.329, 0.236, -0.147], [0.099, 0.317, 0.158], [0.164, -0.650, -0.825], [-0.473, 0.696, 0.628], [0.356, 0.067, 0.148], [-0.611, 0.161, -0.774], [0.136, 0.467, -0.061], [0.564, -0.411, 0.687]], "total_charge": 3, "max_force_ha_per_bohr": 0.061, "e_above_lowest_kj_mol": 232.4, "homo_lumo_gap_ha": 0.156, "energy_ev": -41708.4006}

---

2.
{"formula": "C2H32N2O12", "method": "ωB97M-V with the def2-TZVPD basis set", "elements": ["C", "C", "N", "N", "H", "H", "H", "H", "H", "H", "H", "H", "H", "H", "O", "H", "H", "O", "H", "H", "O", "H", "H", "O", "H", "H", "O", "H", "H", "O", "H", "H", "O", "H", "H", "O", "H", "H", "O", "H", "H", "O", "H", "H", "O", "H", "H", "O"], "xyz": [[0.904829, 0.884573, -2.111534], [0.562078, -0.035879, -0.982868], [1.069438, -1.412772, -1.186823], [0.050659, 2.096162, -2.112227], [1.957204, 1.173992, -2.203106], [0.766590, 0.423585, -3.107176], [1.091956, 0.357071, -0.111732], [-0.504284, -0.056103, -0.740227], [1.181861, -1.605186, -2.171940], [0.539214, -2.113789, -0.696076], [-0.482112, 2.103372, -1.250697], [0.631274, 2.918244, -2.092934], [3.682402, -2.994595, -0.213922], [2.976152, -1.523062, -0.764301], [3.592209, -2.028551, -0.151663], [-1.824237, 2.222236, 1.056549], [-1.101803, 3.577384, 1.164904], [-0.946943, 2.617640, 1.282757], [1.143072, -1.015231, 1.884868], [2.341044, -1.741797, 1.296807], [2.114702, -1.140101, 2.055087], [-3.202348, -2.006313, -2.757094], [-1.990851, -1.714875, -1.803136], [-2.631151, -2.355137, -2.071240], [-1.333791, -4.354096, 0.184420], [-1.275964, -3.259210, -0.853075], [-0.728132, -3.711766, -0.210930], [-0.943420, -1.345330, 2.749391], [-0.150908, 0.152073, 2.536847], [-0.550683, -0.679120, 2.141872], [-3.458791, 0.168249, 0.598534], [-4.414057, 1.380123, 0.396536], [-3.480395, 1.096106, 0.293797], [3.235472, 2.898251, 0.508216], [1.780614, 3.155778, 0.740948], [2.570496, 3.580278, 0.386533], [-2.013414, -0.148481, -3.938821], [-1.468269, 0.627497, -2.672906], [-2.218450, 0.128957, -3.029630], [2.854174, 0.296787, 1.724763], [3.412623, 1.471189, 2.569269], [2.934804, 1.299782, 1.761500], [-0.219680, 2.259610, 3.108484], [1.176589, 1.592402, 2.772340], [0.345600, 1.496654, 3.263203], [-2.846895, -2.062376, 0.325628], [-2.130810, -1.251847, 1.425921], [-2.997678, -1.422364, 1.004876]], "atomic_forces_ev_per_a": [[-0.184, 0.730, -1.925], [0.872, -0.870, 0.792], [0.334, 1.214, -0.439], [0.074, -0.632, 0.388], [0.056, -0.127, 0.798], [-0.299, -0.449, 0.322], [-0.355, 0.113, 0.260], [-0.101, 0.303, -0.198], [-0.399, -0.357, -0.025], [0.024, -0.225, -0.053], [-0.012, 0.246, 0.156], [0.027, 0.263, -0.022], [-0.647, 0.845, -0.805], [0.320, -1.986, 0.631], [0.411, 0.740, 0.336], [0.513, -0.001, 0.099], [0.153, -0.692, 0.002], [-1.107, 0.895, -0.551], [0.708, -0.148, 0.573], [0.521, 0.599, 0.755], [-0.820, -0.957, -1.347], [0.292, 0.539, 0.182], [0.125, 1.406, -0.546], [-0.428, -2.041, 0.627], [0.267, 0.083, -0.040], [-0.330, -0.173, -0.536], [-0.082, -0.171, 0.464], [1.062, 1.245, 0.149], [-0.953, -0.230, 0.858], [-0.589, -1.046, -0.566], [0.085, -0.104, -0.137], [0.965, -0.237, -0.139], [-0.840, 0.761, 0.229], [0.037, -0.198, 0.118], [0.093, 0.003, -0.033], [-0.317, 0.418, -0.307], [0.241, 0.465, 0.565], [-0.097, 0.323, -0.561], [-0.106, -0.285, -0.324], [-0.188, 0.665, 0.242], [0.373, 0.085, 0.355], [-0.214, -0.646, -0.212], [0.143, -0.054, -0.530], [0.088, 0.377, -0.152], [0.428, -0.647, 0.772], [0.030, -0.608, -0.784], [-0.264, 0.187, -0.512], [0.090, 0.379, 1.069]], "total_charge": 0, "max_force_ha_per_bohr": 0.042, "e_above_lowest_kj_mol": 23.2, "homo_lumo_gap_ha": 0.362, "energy_ev": -30144.4154}

---

3.
{"formula": "C2H33N2O13", "method": "ωB97M-V with the def2-TZVPD basis set", "elements": ["C", "N", "C", "N", "H", "H", "H", "H", "H", "H", "H", "H", "H", "O", "H", "H", "O", "H", "H", "O", "H", "H", "O", "H", "H", "O", "H", "H", "O", "H", "H", "O", "H", "H", "O", "H", "H", "O", "H", "H", "O", "H", "H", "O", "H", "H", "O", "H", "H", "O"], "xyz": [[-1.680408, -2.344684, -1.827842], [0.381003, 0.313986, -0.547195], [-0.505648, -0.285760, -1.302850], [-0.593988, -1.607538, -1.201115], [-1.961847, -3.243129, -1.283750], [-1.267222, -2.479994, -2.837932], [-2.619682, -1.795090, -1.796864], [1.016253, -0.223202, 0.051578], [0.610348, 1.337421, -0.412608], [-1.260863, 0.239258, -1.859576], [0.106373, -2.117853, -0.644209], [-3.084266, 0.561787, 0.277167], [-3.830834, 0.118560, -1.045327], [-3.035203, 0.592418, -0.719851], [-2.585306, 2.095697, -1.669633], [-3.098539, 3.254198, -2.611371], [-2.301896, 2.772830, -2.331658], [1.028133, 3.298997, -0.203217], [0.548755, 2.777513, 1.123111], [1.239035, 2.632183, 0.477073], [1.656583, -3.213169, 1.075933], [0.335379, -3.920492, 1.228815], [0.716290, -3.091742, 0.965986], [1.463485, -1.485076, -3.506253], [0.415334, -0.873375, -4.519722], [0.551266, -1.171002, -3.613153], [4.480638, -0.590166, 2.801214], [2.916488, -0.285059, 3.134947], [3.586990, -0.692314, 2.516914], [3.400759, -2.089239, -2.628781], [2.856545, -1.079384, -1.598668], [2.671647, -1.862808, -2.055256], [-0.811173, 3.681969, -2.247818], [0.260549, 4.623690, -2.983808], [0.121441, 4.031662, -2.240243], [-1.866639, -1.375887, 2.232665], [-0.573192, -2.179082, 1.811464], [-1.227927, -2.070577, 2.509654], [3.239360, 1.204754, -0.137460], [3.206502, 0.103353, 0.914429], [2.988124, 0.285800, -0.035637], [-1.968023, 0.832344, 1.980714], [-3.293201, 0.465084, 2.655092], [-2.727295, 0.207119, 1.914617], [-0.173585, -1.416454, 3.774459], [0.663150, -0.535995, 4.884055], [0.418223, -0.637896, 3.931330], [-0.407007, 1.460987, 3.187175], [-1.001852, 2.917113, 3.041440], [-0.889769, 2.065520, 2.582168]], "atomic_forces_ev_per_a": [[-0.011, 0.182, 0.452], [-0.371, -0.821, -0.333], [0.715, 1.251, 0.708], [-1.031, -0.950, 0.272], [0.931, -0.397, -0.118], [-0.464, -0.399, -0.191], [0.366, 0.689, -0.494], [0.256, -0.053, -0.173], [-0.192, 0.440, 0.039], [0.235, 0.255, -0.357], [0.226, -0.418, 0.188], [-0.175, -0.109, -0.573], [0.504, 0.634, 0.367], [-0.658, -0.649, 0.239], [-0.166, 0.779, -0.559], [0.325, -0.257, 0.177], [-0.436, -0.539, 0.421], [0.345, 0.263, -0.166], [-0.372, -0.025, 0.813], [-0.346, -0.020, -1.186], [0.707, 0.077, 0.087], [-0.449, -0.852, 0.259], [-0.020, 0.754, -0.866], [-0.071, 0.116, 0.080], [0.194, -0.051, -0.005], [-0.477, 0.095, 0.017], [0.785, 0.343, 0.805], [1.518, -0.731, -0.544], [-2.547, 0.429, -0.309], [0.575, -0.006, 0.053], [1.076, 2.040, 1.150], [-1.360, -2.040, -1.008], [0.937, 0.608, -0.403], [-0.195, -0.031, 0.002], [-0.493, -0.741, 0.715], [0.371, -0.409, 0.265], [0.065, 0.066, 0.160], [-0.760, 0.132, -0.238], [0.028, 0.407, -0.232], [0.189, -0.382, -0.382], [-0.102, -0.410, 0.641], [-0.454, 0.035, 0.320], [-0.114, -0.097, -0.081], [0.255, 0.285, -0.149], [0.339, 0.662, 0.310], [-0.559, -0.534, -1.170], [0.436, 0.531, 0.882], [-0.145, 0.338, -0.084], [-0.053, -0.492, -0.064], [0.642, 0.004, 0.262]], "total_charge": 2, "spin_multiplicity": 2, "max_force_ha_per_bohr": 0.052, "homo_lumo_gap_ha": [0.344, 0.167], "energy_ev": -32191.9658}

---

4.
{"formula": "C2H33O15V", "method": "ωB97M-V with the def2-TZVPD basis set", "elements": ["V", "C", "C", "O", "H", "H", "H", "H", "H", "O", "H", "H", "O", "H", "H", "O", "H", "H", "O", "H", "H", "O", "H", "H", "O", "H", "H", "O", "H", "H", "O", "H", "H", "O", "H", "H", "O", "H", "H", "O", "H", "H", "O", "H", "H", "O", "H", "H", "O", "H", "H"], "xyz": [[8.966347, 31.808679, -7.302326], [9.899848, 27.421559, -6.402618], [9.085894, 28.567750, -6.970835], [9.523926, 29.861416, -6.590454], [9.672898, 26.388009, -6.663104], [9.880973, 27.469572, -5.312694], [10.936593, 27.553417, -6.720719], [8.011340, 28.429392, -6.796985], [9.189342, 28.548234, -8.070237], [7.050949, 25.488328, -5.753768], [7.822408, 25.962028, -5.426426], [7.275067, 24.559201, -5.633028], [10.223453, 26.576943, -10.305198], [10.579804, 27.470478, -10.231925], [10.793882, 26.041599, -9.743999], [6.331051, 27.669187, -3.661183], [6.207034, 27.915838, -2.739129], [6.823620, 28.404438, -4.060493], [11.032760, 23.361100, -6.388620], [10.735401, 23.796997, -7.194672], [10.515201, 22.545764, -6.350527], [6.898656, 31.329687, -7.484682], [6.617297, 30.495058, -7.903203], [6.081674, 31.836040, -7.349271], [10.888332, 30.906771, -4.264263], [10.380490, 31.722018, -4.341319], [10.703204, 30.400551, -5.075292], [9.154836, 31.071548, -9.410391], [8.788538, 31.438389, -10.229423], [9.637164, 30.274083, -9.674239], [13.753562, 27.582010, -5.589084], [14.152298, 26.855023, -5.098726], [13.553385, 27.221090, -6.475768], [7.703814, 30.056284, -4.111047], [8.372701, 29.748434, -4.750677], [7.722036, 31.015053, -4.179624], [9.900310, 24.984089, -4.137985], [10.146333, 24.812079, -5.059612], [10.256145, 25.855530, -3.933388], [12.284772, 29.885459, -7.445385], [12.640832, 29.006625, -7.270343], [11.338655, 29.802419, -7.242592], [7.437602, 26.538176, -9.954258], [7.520716, 27.473840, -10.151876], [8.350185, 26.228603, -9.872423], [5.478266, 28.092935, -6.778635], [5.958649, 27.252240, -6.858904], [6.003448, 28.606680, -6.157413], [13.073691, 26.886979, -8.088848], [13.610718, 26.344267, -8.684424], [12.179896, 26.538250, -8.172450]], "atomic_forces_ev_per_a": [[0.291, -3.634, -0.189], [0.972, 0.559, 0.608], [-0.637, -0.049, -1.761], [-0.348, 2.131, 0.067], [-0.819, 0.298, -0.408], [0.136, 0.051, 0.018], [0.105, 0.146, 0.331], [0.130, 0.035, 0.229], [-0.179, -0.409, -0.031], [0.150, 0.106, -0.496], [-0.095, -0.171, 0.434], [-0.096, 0.069, 0.090], [0.234, 0.124, 0.248], [0.098, -0.136, -0.084], [0.018, -0.089, -0.217], [0.177, -0.024, -0.375], [0.088, 0.073, -0.074], [-0.408, -0.155, 0.695], [-0.231, 0.232, -0.149], [0.016, -0.235, -0.058], [0.114, 0.066, 0.074], [-0.167, 0.288, -0.149], [0.164, -0.065, 0.250], [0.206, -0.066, 0.084], [-0.133, 0.080, -0.372], [0.125, -0.042, 0.238], [0.067, 0.046, 0.258], [-0.152, 0.360, 0.161], [0.061, 0.053, 0.200], [0.118, 0.148, 0.348], [-0.217, -0.142, -0.248], [-0.028, 0.108, -0.004], [0.373, 0.014, 0.676], [0.227, -0.039, -0.695], [0.088, 0.324, 0.301], [-0.059, -0.041, 0.256], [-0.231, 0.225, -0.315], [0.283, -0.263, 0.377], [0.064, -0.152, 0.106], [-0.534, 0.039, -0.379], [0.292, 0.175, 0.084], [0.188, -0.031, 0.256], [-0.117, -0.069, 0.288], [-0.037, -0.033, -0.095], [-0.154, 0.182, -0.211], [0.487, 0.363, -0.526], [-0.275, -0.074, 0.156], [-0.269, -0.220, 0.403], [-0.249, -0.313, -0.743], [0.079, 0.180, 0.168], [0.083, -0.024, 0.173]], "total_charge": 1, "spin_multiplicity": 4, "max_force_ha_per_bohr": 0.071, "e_above_lowest_kj_mol": 472.1, "homo_lumo_gap_ha": [0.267, 0.266], "energy_ev": -59001.5015}